Model i:
The following is a quantum chemistry calculation of a cluster of 2 separate species, ClH2NOS in total, from the Open Molecules 2025 dataset.

Geometry as XYZ:
```
6
ClH2NOS ωB97M-V with the def2-TZVPD basis set
N 0.8755 1.1999 0.0334
O -1.3762 -0.3358 -0.6633
S 1.0134 0.5608 1.2534
Cl 2.5277 -1.1317 1.2525
H -2.2353 0.3231 -0.4881
H -0.8051 -0.6163 -1.3879
```

Calculated values
**HOMO-LUMO gap**: 0.3376 Ha

Model ii:
The following is a quantum chemistry calculation of an isolated molecule of ClH2NOS, from the Open Molecules 2025 dataset.

Geometry as XYZ:
```
6
ClH2NOS ωB97M-V with the def2-TZVPD basis set
N 0.2831 -0.1714 0.3529
O 0.5602 1.6363 2.1891
S 0.0995 -0.3776 1.9834
Cl 1.8924 -1.3406 2.3454
H -0.4977 -0.5756 -0.1994
H 0.2903 0.8050 0.2266
```

Calculated values
**HOMO-LUMO gap**: 0.3307 Ha

Stability, lowest: model ii

Model i:
The following is a quantum chemistry calculation of an isolated molecule of C3H8N2OS, from the Open Molecules 2025 dataset.

Geometry as XYZ:
```
15
C3H8N2OS ωB97M-V with the def2-TZVPD basis set
C -1.7749 0.0972 -0.4033
C -1.7372 0.5528 1.0343
C -0.5399 -0.7396 -0.6807
N 1.8735 -0.7729 0.2443
N 3.1053 -0.3325 0.1355
O 1.0452 1.4261 -0.5517
S 0.6361 0.2770 0.1972
H -2.6466 -0.4305 -0.4373
H -1.9196 1.0464 -0.9132
H -2.1392 1.4778 1.1710
H -1.7963 -0.1025 1.8882
H -0.6371 -1.8066 -0.3972
H -0.3851 -0.8921 -1.6902
H 3.8856 -0.3532 0.7258
H 3.0303 0.5525 -0.3228
```

Calculated values
**HOMO-LUMO gap (alpha / beta)**: 0.2818 / 0.3205 Ha
**Spin multiplicity**: 3

Model ii:
The following is a quantum chemistry calculation of a structure of composition C3H8N2OS, from the Open Molecules 2025 dataset.

Geometry as XYZ:
```
15
C3H8N2OS ωB97M-V with the def2-TZVPD basis set
C -1.6904 0.0754 0.1343
C -0.8662 -1.2239 -0.2451
C -0.5754 1.0278 0.4430
N 1.7021 -0.4263 -0.3165
N 3.0071 -0.6014 0.0060
O 3.7351 0.6637 -0.0683
S 0.5510 -0.4324 0.7696
H -2.4405 0.2394 -0.7155
H -2.3318 -0.2949 0.8882
H -1.1389 -2.0634 0.2668
H -0.4611 -1.2449 -1.1967
H 0.0302 1.5567 -0.4465
H -0.6353 1.6440 1.3544
H 2.9359 -1.0443 0.9532
H 4.4801 0.5390 -0.7118
```

Calculated values
**HOMO-LUMO gap (alpha / beta)**: 0.1768 / 0.2739 Ha
**Spin multiplicity**: 3

Stability, lowest: model ii

Model i:
The following is a quantum chemistry calculation of a cluster of 3 separate species, C6H12Br6 in total, from the Open Molecules 2025 dataset.

Geometry as XYZ:
```
24
C6H12Br6 ωB97M-V with the def2-TZVPD basis set
Br -2.1624 -2.4281 -2.5396
C -0.4647 -2.0173 -3.4060
C 0.1118 -3.1758 -4.1624
Br 0.4947 -4.6961 -3.0527
H 0.1831 -1.6374 -2.6213
H -0.7113 -1.1944 -4.0740
H 1.0594 -2.8768 -4.6089
H -0.5416 -3.4912 -4.9707
Br -0.6766 -0.1989 4.6268
C -0.8705 1.7345 4.6047
C 0.3236 2.3211 3.9060
Br 0.0972 4.2277 3.7186
H -0.9179 2.0409 5.6442
H -1.8082 1.9603 4.1094
H 0.4625 1.9483 2.8976
H 1.2464 2.1657 4.4562
Br -1.1656 1.8065 0.5040
C 0.0757 0.4093 -0.0101
C 0.9470 0.9271 -1.1318
Br 2.3700 -0.3675 -1.4688
H -0.5147 -0.4403 -0.3422
H 0.6315 0.1232 0.8765
H 1.4488 1.8586 -0.9013
H 0.3817 1.0008 -2.0541
```

Calculated values
**HOMO-LUMO gap**: 0.3896 Ha
**SMILES string**: BrCCBr.BrCCBr.BrCCBr

Model ii:
The following is a quantum chemistry calculation of a cluster of 3 separate species, C6H12Br6 in total, from the Open Molecules 2025 dataset.

Geometry as XYZ:
```
24
C6H12Br6 ωB97M-V with the def2-TZVPD basis set
Br 9.5234 -0.4671 12.3285
C 10.6923 -1.8398 13.2598
C 9.8403 -2.4534 14.3705
Br 11.0232 -3.5446 15.4939
H 11.6011 -1.3589 13.6216
H 10.9611 -2.6562 12.5895
H 8.9627 -3.0572 14.1395
H 9.5322 -1.5539 14.9035
Br 0.3080 -0.1864 15.9596
C 0.3953 0.2288 14.0766
C 1.5425 1.1287 13.7377
Br 1.3763 1.7058 11.8308
H -0.5919 0.6232 13.8357
H 0.5528 -0.7657 13.6593
H 2.5010 0.6475 13.9324
H 1.5442 1.9990 14.3940
Br 7.1309 -0.7364 16.1795
C 5.8722 0.7910 15.8600
C 4.3700 0.3621 16.1074
Br 3.3394 2.0128 16.3235
H 6.1017 1.0828 14.8352
H 6.2080 1.5959 16.5139
H 4.4584 -0.1866 17.0451
H 3.9687 -0.2999 15.3400
```

Calculated values
**HOMO-LUMO gap**: 0.3848 Ha
**SMILES string**: BrCCBr.BrCCBr.BrCCBr

Stability, lowest: model ii

Model i:
The following is a quantum chemistry calculation of an isolated molecule of C4H2BrNO, from the Open Molecules 2025 dataset.

Geometry as XYZ:
```
9
C4H2BrNO ωB97M-V with the def2-TZVPD basis set
C 0.6972 -1.3061 -0.0658
C 1.7911 -0.6318 0.0055
C -1.5799 1.9090 -0.1288
C -1.7554 0.7656 0.3702
N -0.3349 -1.8597 -0.2091
O -1.1365 2.9785 -0.1305
Br -2.2676 -0.9073 0.0431
H 2.3377 -0.6395 0.9753
H 2.2483 -0.3086 -0.8600
```

Calculated values
**HOMO-LUMO gap**: 0.2229 Ha

Model ii:
The following is a quantum chemistry calculation of a structure of composition C4H2BrNO, from the Open Molecules 2025 dataset.

Geometry as XYZ:
```
9
C4H2BrNO ωB97M-V with the def2-TZVPD basis set
C 0.6806 -1.3005 -0.1837
C 1.7935 -0.5942 0.0951
C -1.3972 1.7718 -0.2020
C -1.7898 0.7112 0.3447
N -0.1110 -2.1360 -0.4346
O -1.0033 2.8714 -0.2381
Br -2.2455 -0.9967 0.0458
H 2.1164 -0.6824 1.0693
H 1.9563 0.3554 -0.4965
```

Calculated values
**HOMO-LUMO gap (alpha / beta)**: 0.1962 / 0.1960 Ha

Stability, lowest: model i